# 1
{"formula": "C11H23CaN3OP2", "method": "ωB97M-V/def2-TZVPD", "lumo_energy_ha": [-0.08930, -0.18832], "total_charge": 1, "multiplicity": 2, "de_lowest_kcal_mol": 35.3, "orbital_gap_ev": [8.042, 5.337], "species": ["Ca", "P", "P", "O", "N", "N", "N", "C", "C", "C", "C", "C", "C", "C", "C", "C", "C", "C", "H", "H", "H", "H", "H", "H", "H", "H", "H", "H", "H", "H", "H", "H", "H", "H", "H", "H", "H", "H", "H", "H", "H"], "xyz": [[-0.6384, -0.6529, 0.1325], [-2.6178, 1.0628, 0.9651], [-0.8810, -0.9529, -2.6064], [-0.1170, 1.3041, -0.9912], [0.4380, 0.1312, 1.9822], [1.5720, -1.1954, -0.2538], [-1.4563, -2.7410, 0.9413], [0.9888, 2.1207, -0.7884], [1.0313, -1.1282, -2.7506], [1.8650, -1.2783, -1.4808], [1.8888, -0.1499, 2.0354], [2.2830, -1.2890, 1.0637], [-0.3204, 0.9182, 2.7014], [1.6668, 2.5599, -2.0785], [-1.6679, 1.3757, 2.4735], [-3.5949, -4.2292, 0.9597], [0.6047, 3.3085, 0.0912], [-2.3862, -3.4436, 0.9896], [2.8735, -1.4883, -1.8488], [2.4815, 0.7630, 1.8040], [1.3957, -0.2485, -3.3172], [1.9728, -2.2435, 1.5282], [0.0261, 1.3140, 3.6691], [-3.9766, 0.7196, 1.3531], [2.1084, 1.7085, -2.5977], [1.1698, -2.0199, -3.3931], [2.1788, -0.4812, 3.0461], [-3.3419, -5.2834, 0.7972], [1.4806, 3.9263, 0.3272], [-1.1868, -2.0356, -3.4928], [-2.0894, 1.9134, 3.3466], [0.1440, 2.9850, 1.0253], [2.4623, 3.2793, -1.8455], [3.3762, -1.2850, 0.9662], [-4.1314, -4.1126, 1.9086], [-2.9057, 2.3390, 0.3643], [0.9558, 3.0389, -2.7603], [-1.0557, -0.1137, -3.7450], [-4.2301, -3.8679, 0.1381], [1.7632, 1.5350, -0.2335], [-0.1296, 3.9371, -0.4259]], "atomic_forces_ev_per_a": [[-0.3, 1.0, -1.4], [-1.2, 0.2, -0.7], [0.7, -0.2, -1.9], [-0.4, -0.9, 0.2], [-0.4, 0.6, -0.3], [-0.9, 0.1, 0.4], [-2.1, -1.9, 0.3], [-0.2, -0.6, 0.5], [-1.4, 0.0, 0.3], [1.5, -0.2, -0.3], [-0.4, 0.4, 0.5], [0.0, -0.2, -1.1], [0.7, 0.2, 1.1], [0.0, 0.4, 0.0], [0.2, -0.1, 0.7], [-0.4, -0.4, 0.1], [0.2, 0.4, -0.3], [2.0, 1.8, -0.3], [0.5, 0.0, 0.6], [-0.6, -0.4, 0.1], [0.0, -0.5, 0.5], [0.1, 0.3, -0.4], [0.4, 0.0, -0.3], [0.9, 0.5, 0.4], [0.0, 0.0, 0.0], [0.4, 0.4, 0.5], [0.0, 0.2, -0.2], [-0.1, 0.2, 0.1], [-0.2, 0.0, 0.0], [0.1, -0.1, 0.5], [0.2, -0.3, -0.7], [0.1, -0.1, 0.0], [0.0, -0.1, -0.2], [-0.2, -0.1, 0.0], [0.1, -0.1, -0.2], [0.3, -0.6, 0.6], [0.0, 0.0, 0.1], [0.0, 0.3, 0.8], [0.2, -0.1, 0.2], [0.0, 0.3, 0.0], [0.1, -0.1, 0.0]], "nbo_charge": [1.68, 0.18, 0.20, -1.05, -0.49, -0.57, -0.51, 0.12, -0.72, 0.22, -0.26, -0.24, 0.04, -0.62, -0.37, -0.75, -0.62, 0.45, 0.16, 0.24, 0.28, 0.22, 0.19, 0.02, 0.18, 0.26, 0.22, 0.28, 0.20, -0.02, 0.24, 0.18, 0.21, 0.22, 0.28, 0.08, 0.21, 0.05, 0.28, 0.09, 0.21]}


# 2
{"formula": "C8H8N2O", "method": "ωB97M-V/def2-TZVPD", "lumo_energy_ha": 0.01853, "total_charge": 0, "smiles": "COc1ccc(C#N)cc1N", "de_lowest_kcal_mol": 92.9, "orbital_gap_ev": 9.474, "species": ["O", "N", "N", "C", "C", "C", "C", "C", "C", "C", "C", "H", "H", "H", "H", "H", "H", "H", "H"], "xyz": [[0.3965, 1.9910, -1.4331], [-0.8394, -2.3773, 3.5278], [-0.9274, -0.0503, -2.2717], [-0.1368, -1.0144, 1.2895], [0.8778, 1.0272, 0.6410], [-0.5931, -0.0908, -0.8582], [1.3336, 1.4838, -2.4822], [0.6416, 0.0223, 1.5314], [-0.5310, -1.8407, 2.4467], [0.2888, 0.9609, -0.5712], [-0.8144, -1.0825, 0.1012], [1.5683, 1.9404, 0.7951], [0.9018, 0.5174, -2.8898], [-1.8730, -1.6517, -0.0857], [-1.2639, 1.0208, -2.3769], [1.2150, -0.0692, 2.5385], [1.4723, 2.1497, -3.3641], [2.3861, 1.1462, -2.0610], [-1.6097, -0.7836, -2.4740]], "atomic_forces_ev_per_a": [[2.0, -0.2, -2.3], [2.2, 3.7, -7.9], [-2.2, 1.8, 2.0], [-3.0, -2.7, 1.1], [2.0, 2.4, 0.4], [1.4, -0.2, -1.6], [1.3, -1.6, -0.4], [4.4, 1.3, 4.2], [-1.8, -3.3, 6.9], [-1.3, -0.3, 0.8], [-4.3, -0.5, -2.8], [-1.2, -1.8, 0.2], [0.6, 1.3, 0.5], [3.2, 0.6, 0.7], [0.5, -3.5, -0.4], [-1.0, 0.8, -1.8], [-0.3, 0.1, 1.2], [-2.1, 1.3, -0.4], [-0.2, 0.8, -0.2]], "nbo_charge": [-0.52, -0.32, -0.83, -0.20, -0.24, 0.11, -0.31, -0.16, 0.29, 0.27, -0.20, 0.24, 0.23, 0.23, 0.40, 0.23, 0.21, 0.19, 0.38]}


# 3
{"formula": "CHBrN2", "method": "ωB97M-V/def2-TZVPD", "lumo_energy_ha": 0.01156, "total_charge": 0, "smiles": "BrC1N=N1", "de_lowest_kcal_mol": 29.9, "orbital_gap_ev": 9.721, "species": ["Br", "N", "N", "C", "H"], "xyz": [[0.3060, 2.3055, 0.6068], [-0.9108, 0.7429, -1.4498], [0.2141, 0.6530, -1.8368], [-0.2003, 0.7565, -0.2234], [0.2323, -0.0152, 0.3883]], "atomic_forces_ev_per_a": [[0.0, 1.7, 0.5], [-3.0, -0.2, -1.1], [0.9, 0.0, 2.5], [3.0, -0.5, -1.2], [-0.8, -1.0, -0.7]], "nbo_charge": [0.08, -0.11, 0.02, -0.22, 0.23]}


# 4
{"formula": "C3H4F2", "method": "ωB97M-V/def2-TZVPD", "lumo_energy_ha": 0.02790, "total_charge": 0, "smiles": "C=C(F)CF", "de_lowest_kcal_mol": 51.4, "orbital_gap_ev": 10.571, "species": ["F", "F", "C", "C", "C", "H", "H", "H", "H"], "xyz": [[1.9278, 0.2322, -0.0680], [-1.4467, -1.0908, -0.0021], [0.9691, -0.8380, 0.0481], [-0.9941, 1.2608, 0.0258], [-0.3630, -0.0447, 0.1070], [1.3332, -1.2304, 1.0147], [-1.9997, 1.0782, -0.4189], [-0.3751, 2.2495, 0.1842], [0.9485, -1.6169, -0.8907]], "atomic_forces_ev_per_a": [[-0.4, -1.0, -0.9], [2.4, 1.8, 0.0], [0.1, 1.7, -0.6], [4.0, -3.8, 0.0], [-4.4, 1.2, -0.8], [-1.0, -0.7, -0.6], [0.7, 1.0, 1.0], [-1.6, -2.3, -0.6], [0.2, 2.1, 2.4]], "nbo_charge": [-0.38, -0.42, -0.03, -0.48, 0.36, 0.21, 0.25, 0.25, 0.22]}


# 5
{"formula": "C36H37F10NO8P", "method": "ωB97M-V/def2-TZVPD", "lumo_energy_ha": -0.00613, "total_charge": -1, "orbital_gap_ev": 4.600, "species": ["P", "F", "F", "F", "F", "F", "F", "F", "F", "F", "F", "O", "O", "O", "O", "O", "O", "O", "O", "N", "C", "C", "C", "C", "C", "C", "C", "C", "C", "C", "C", "C", "C", "C", "C", "C", "C", "C", "C", "C", "C", "C", "C", "C", "C", "C", "C", "C", "C", "C", "C", "C", "C", "C", "C", "C", "H", "H", "H", "H", "H", "H", "H", "H", "H", "H", "H", "H", "H", "H", "H", "H", "H", "H", "H", "H", "H", "H", "H", "H", "H", "H", "H", "H", "H", "H", "H", "H", "H", "H", "H", "H", "H"], "xyz": [[4.9127, -1.9618, -3.4961], [8.2129, 2.0255, 2.0902], [5.9543, 0.2073, 2.9918], [6.9511, 0.1553, 0.7107], [-3.2425, -0.0298, -5.4801], [8.1518, -2.3423, 1.1949], [-2.9977, -3.0274, -3.8104], [8.0709, -2.2419, 3.5807], [-4.9595, 0.0951, -3.8599], [9.7028, 0.1207, 2.1750], [-5.3691, -2.4759, -3.9255], [-0.1621, -1.9473, -5.3102], [5.6527, -3.8270, 3.0132], [2.4614, 0.2752, -3.4249], [0.1570, 0.4975, -5.5849], [-2.9453, -4.4617, 1.0905], [0.9662, 0.6733, 1.7655], [9.3057, 0.0261, 5.1313], [7.6178, 1.8512, 4.8615], [3.7811, -2.7325, -4.3859], [-3.6103, 5.6059, 2.7141], [-2.8427, -4.0924, 2.5136], [-2.5443, -0.5112, -2.9785], [-0.1608, -0.2096, -0.4808], [-3.6682, -0.6297, -4.1602], [1.0211, -0.0503, 0.6447], [-2.9313, -0.3771, -1.3565], [-4.9304, 1.1904, -0.5415], [7.1175, -0.2510, 2.1527], [7.3254, -1.8655, 2.3563], [-0.8985, -0.5255, -3.2789], [-4.0206, -2.2148, -4.5091], [5.2653, -2.3345, -0.4330], [-4.5066, -0.4030, -0.8002], [0.2460, -0.3577, -2.0837], [5.8979, -2.7327, 2.2725], [4.3398, -1.7645, -1.6855], [1.8847, -0.3205, -2.3799], [-2.1062, -5.6218, 0.7536], [2.4571, -0.8418, 0.3134], [-3.2406, 4.7771, -1.6665], [-2.6404, 5.5480, -0.3501], [-3.1366, 4.1802, 1.9943], [-0.2602, -0.7134, -4.8087], [8.4130, 0.6564, 2.6954], [-2.9699, -2.4458, 2.7747], [4.8021, -2.1369, 1.1593], [-4.5659, 3.8183, -1.3306], [-2.1644, -0.1462, 1.4640], [3.3801, -1.4110, 1.5620], [-1.7928, -0.2414, -0.1546], [8.4069, 0.8825, 4.3219], [-2.0233, 4.5661, 0.8092], [2.9369, -1.0140, -1.2798], [-3.9630, 2.2579, -1.3365], [-1.7112, -1.5952, 2.1467], [-4.0968, 3.6691, 1.5620], [-1.6312, 0.7845, 1.9880], [-1.4514, 3.6210, 0.4000], [8.7072, -0.6673, 5.5482], [3.0292, -1.2982, 2.6862], [6.2818, -2.8474, -0.7049], [-2.6426, 6.2587, 2.8483], [-3.8534, 1.9950, -2.4959], [-1.2505, -2.2763, 1.2862], [-2.9143, -2.3314, 3.9617], [-4.3920, 6.1440, 1.9992], [5.1046, -0.6517, -4.0834], [-3.4553, 6.3033, 0.0172], [-6.0602, 1.4019, -0.7765], [-4.1246, 5.2907, 3.7225], [6.1971, -2.6742, -3.5461], [-2.3490, 4.1316, -2.1274], [-1.7290, 6.2118, -0.7410], [4.1802, -3.6146, -4.8015], [-3.5453, 5.5861, -2.4617], [-5.2399, -0.9541, -1.5425], [-5.2567, 3.8817, -2.2816], [-2.6515, 3.4329, 2.7541], [-4.5450, -1.0428, 0.2067], [-1.1013, -5.6875, 1.3702], [-2.8986, 2.3565, -0.8048], [-3.3059, -0.0215, 1.6808], [-5.0964, 4.1001, -0.3268], [-0.8245, -1.4403, 2.9259], [-1.1970, 5.2095, 1.3824], [-4.7702, 1.3556, 0.6297], [-4.0209, -2.0388, 2.4558], [-1.7994, -5.5218, -0.3840], [-1.8888, -4.5397, 3.0541], [-2.6468, -6.6662, 0.8650], [-3.7727, -4.6068, 3.0536], [-4.0165, -2.4083, -5.6809]], "atomic_forces_ev_per_a": [[-2.5, -1.6, -1.9], [0.8, -4.4, 1.9], [3.5, -1.7, -2.9], [0.2, -1.8, 5.0], [-1.0, -1.7, 4.1], [-2.2, 1.5, 3.4], [-3.4, 2.0, -2.1], [-2.2, 1.7, -3.6], [3.8, -2.0, -0.5], [-4.2, 1.6, 1.7], [3.7, 0.2, -1.5], [-1.0, 5.8, 3.4], [2.1, 7.5, -4.7], [-3.6, -3.8, 6.5], [-2.7, -6.1, 5.2], [1.9, -0.8, 1.6], [0.0, -4.4, -6.5], [-3.4, 1.2, -2.0], [5.8, -7.2, -4.0], [2.4, -0.1, 0.9], [0.0, -1.4, -0.5], [-1.3, 0.1, 1.0], [3.4, 0.9, 3.9], [-2.7, -0.4, -3.1], [-0.3, 0.9, -1.3], [0.4, 2.1, 3.1], [2.2, -0.7, -0.4], [0.6, 0.0, 0.7], [-0.2, 2.2, -0.3], [1.0, -2.3, -1.0], [-0.2, 0.6, 1.8], [0.0, 0.1, 1.3], [-3.4, 2.3, 0.6], [0.7, 0.1, -0.3], [-2.0, -0.1, 1.7], [-2.7, -4.4, 2.3], [-0.8, 0.9, 5.4], [2.3, 2.2, -4.3], [0.8, -0.7, -1.0], [2.6, -1.5, -0.6], [0.0, 0.2, 0.4], [0.7, 0.1, -1.1], [0.2, 0.7, -0.6], [2.0, 0.6, -5.8], [0.8, 1.9, -1.6], [0.7, -0.6, 1.0], [-1.3, 0.7, -2.6], [1.4, -0.8, -1.3], [0.1, -0.5, -0.2], [1.3, -0.4, -4.1], [1.6, 0.3, -2.2], [-3.1, 4.3, 3.9], [-0.1, 0.7, 1.2], [0.7, -0.9, 2.8], [-0.4, 1.0, 0.2], [0.5, -0.6, -0.7], [1.9, 0.8, 0.7], [-0.9, -2.2, -1.4], [-1.4, 1.9, 0.6], [0.9, 1.2, -0.6], [0.9, -0.2, -2.7], [-2.2, 1.1, 0.8], [-2.1, -1.1, 0.0], [0.0, 0.4, 2.8], [-1.0, 1.5, 1.7], [-0.3, -0.3, -2.5], [1.7, -1.1, 1.7], [0.2, -0.6, 1.2], [1.6, -1.6, -0.3], [2.2, -0.6, 0.3], [1.0, 1.1, -1.9], [-0.7, 1.0, 0.7], [-2.1, 1.3, 0.9], [-2.0, -1.4, 0.8], [-0.6, 1.2, 0.7], [0.6, -1.5, 1.5], [1.8, 1.3, 1.3], [0.9, 0.0, 2.2], [-0.9, 1.6, -1.3], [0.2, 1.6, -2.2], [-2.0, 0.4, -1.0], [-2.4, -0.7, -1.3], [2.1, -0.2, -0.8], [0.9, -0.4, -2.0], [-2.1, -0.3, -1.5], [-1.7, -1.4, -1.2], [-0.4, -0.1, -2.5], [2.1, -0.9, 0.3], [-0.7, -0.1, 2.4], [-1.7, 1.1, -1.4], [0.8, 2.2, 0.0], [1.9, 1.1, -0.9], [0.0, 0.1, 2.8]], "mulliken_charge": [0.33, -0.27, -0.28, -0.27, -0.29, -0.27, -0.22, -0.28, -0.32, -0.27, -0.29, -0.65, -0.52, -0.46, -0.71, -0.24, -0.58, -0.43, -0.45, -0.59, -0.98, -0.57, 0.44, 0.69, 0.86, 0.52, 0.06, -0.60, 0.59, 0.81, 0.13, 0.17, -0.34, -0.50, -0.02, -0.25, 0.23, 0.09, -0.60, 0.22, -0.70, -0.56, -0.06, 0.02, 0.80, -0.58, 0.32, -0.49, -0.67, -0.63, -0.33, 0.23, -0.39, 0.04, 0.32, -0.36, -0.06, 0.21, 0.08, 0.36, 0.33, 0.20, 0.24, 0.13, 0.20, 0.28, 0.22, 0.11, 0.20, 0.38, 0.36, 0.06, 0.29, 0.30, 0.18, 0.37, 0.29, 0.37, 0.26, 0.03, 0.26, -0.39, 0.18, 0.28, 0.27, 0.40, 0.09, 0.30, 0.21, 0.30, 0.24, 0.28, 0.28]}